A 6-piece molecular cluster, C34H86N6O11 overall. Source: OMol25; level of theory: ωB97M-V/def2-TZVPD.

SMILES   COC[C@H](C)N.COCCNCCOC.COCCNCCOC.COCCNCCOC.COCCNCCOC.COCCNCCOC
Calculated total energy   -2502.70878 Ha
Charge   0
Energy relative to the best compared isomer or geometry (same formula, charge and spin)   128.59 kcal per mole
Frontier orbital gap   9.30 eV

```
137
Properties=species:S:1:pos:R:3:forces:R:3:lowdin_charge:R:1
C 0.5971 -26.1944 -9.1657 0.1 -0.9 -1.5 -0.129
O 1.6151 -25.4069 -8.6118 -0.6 0.9 -0.1 -0.178
C 2.8806 -26.0230 -8.5630 0.2 -0.5 0.2 -0.226
C 3.9096 -25.0116 -8.0035 -1.4 -0.2 0.2 -0.202
N 5.2033 -25.5554 -7.6310 -0.1 -0.4 0.3 -0.068
C 5.1502 -26.6443 -6.6243 1.4 1.7 0.2 -0.166
C 4.8004 -26.0716 -5.2167 -1.0 -0.6 1.6 -0.202
O 5.6187 -25.0084 -4.6805 1.5 0.2 -1.1 -0.217
C 5.2892 -24.5066 -3.3700 -1.6 -1.8 -0.9 -0.085
H 0.6793 -27.2619 -8.9608 0.1 -0.2 0.9 0.081
H 0.6580 -26.2404 -10.2530 0.3 0.4 -0.5 0.079
H -0.4368 -25.8840 -9.0144 0.4 0.5 0.9 0.088
H 3.2083 -26.4818 -9.4958 0.0 0.5 -0.7 0.124
H 2.6969 -26.9064 -7.9516 0.6 -0.1 0.7 0.104
H 3.3808 -24.5494 -7.1698 -0.1 0.1 0.4 0.107
H 4.0511 -24.1767 -8.6898 0.1 -0.3 -0.4 0.121
H 5.6557 -24.8063 -7.1268 0.5 0.3 -0.3 0.091
H 6.1687 -27.0290 -6.5722 0.0 -0.2 0.0 0.109
H 4.5331 -27.4245 -7.0698 -0.3 -0.1 1.0 0.106
H 4.8147 -26.8054 -4.4108 0.2 -0.9 -0.3 0.111
H 3.7476 -25.7895 -5.2124 -0.3 0.6 -0.2 0.106
H 5.9528 -23.7680 -2.9203 -0.1 0.5 -1.2 0.088
H 5.2810 -25.2718 -2.5937 0.1 -0.8 -0.1 0.073
H 4.2331 -24.2873 -3.5267 -0.1 1.2 0.9 0.085
C -0.6291 -19.5648 -10.1008 1.0 0.1 -0.9 -0.132
O -1.2945 -19.3908 -8.8788 0.5 -0.5 -0.4 -0.163
C -2.6503 -19.7073 -8.9945 -1.6 1.2 0.5 -0.249
C -3.3010 -19.5307 -7.6014 0.8 -0.6 -0.9 -0.208
N -4.6341 -20.1268 -7.5416 0.4 -0.6 -0.2 -0.077
C -4.5415 -21.5958 -7.3635 -1.9 -0.1 -0.9 -0.158
C -6.0240 -22.2701 -7.5484 1.8 0.4 0.1 -0.184
O -5.8225 -23.6459 -7.7653 1.2 -1.0 0.8 -0.220
C -6.9179 -24.5322 -7.6623 -0.4 1.1 -0.9 -0.107
H -0.8907 -18.8813 -10.9086 -0.9 0.4 0.1 0.082
H -0.7288 -20.5615 -10.5307 -0.2 -0.3 0.3 0.086
H 0.4390 -19.3584 -10.0337 0.0 -0.2 0.8 0.086
H -2.9054 -20.6831 -9.4080 0.5 -0.3 -0.1 0.112
H -3.1283 -18.9568 -9.6241 -0.1 0.0 -0.5 0.120
H -3.2854 -18.4594 -7.4007 -0.3 -0.1 0.3 0.121
H -2.5787 -20.0421 -6.9651 0.0 0.1 0.7 0.109
H -5.1546 -19.7424 -6.7661 0.0 0.1 0.1 0.102
H -3.9891 -21.8464 -6.4578 -0.6 -0.3 0.6 0.109
H -3.9054 -22.0333 -8.1329 -0.3 0.2 -0.3 0.098
H -6.5235 -21.8762 -8.4335 0.2 0.5 -0.2 0.112
H -6.6773 -22.0446 -6.7056 0.1 -0.2 0.4 0.109
H -6.6851 -25.5290 -8.0370 0.6 0.2 0.2 0.085
H -7.6326 -24.1224 -8.3760 -0.8 -0.2 0.2 0.082
H -7.3438 -24.6097 -6.6620 0.0 0.2 0.1 0.085
C 12.3914 -26.5553 -19.2188 1.0 0.0 1.3 -0.117
O 12.2247 -27.3679 -18.0653 -1.1 -0.5 0.6 -0.215
C 12.1171 -26.7149 -16.7668 0.8 -0.4 -0.8 -0.198
C 11.0445 -25.6594 -16.7368 -0.6 0.4 1.0 -0.193
N 10.5578 -25.2236 -15.3525 1.1 -2.8 -1.5 -0.050
C 9.3105 -24.5605 -15.5064 0.6 2.8 0.5 -0.258
C 8.8542 -23.8222 -14.2631 0.2 0.2 1.0 -0.212
O 9.7540 -22.7600 -13.8433 -1.1 -0.1 0.5 -0.196
C 9.3683 -22.1463 -12.5776 1.1 -0.3 -0.1 -0.101
H 13.2753 -25.9353 -19.0693 0.2 0.5 0.0 0.081
H 11.5442 -25.8918 -19.3929 -0.1 -0.3 -0.5 0.077
H 12.6883 -27.2297 -20.0220 -0.7 0.1 -0.2 0.089
H 13.1567 -26.4406 -16.5876 -0.1 0.8 0.6 0.117
H 11.8385 -27.4324 -15.9950 0.1 -0.5 -0.4 0.120
H 10.1960 -26.1480 -17.2157 -0.3 -0.1 0.2 0.120
H 11.2705 -24.8599 -17.4423 0.2 0.7 0.4 0.105
H 11.2196 -24.6880 -14.8092 0.0 0.2 -0.3 0.111
H 8.4664 -25.1388 -15.8821 0.4 -0.3 -0.1 0.128
H 9.5920 -23.7353 -16.1606 -1.1 0.4 -1.0 0.116
H 8.8035 -24.5151 -13.4232 -0.3 -0.2 0.1 0.118
H 7.8700 -23.3970 -14.4593 -0.2 0.0 0.1 0.119
H 8.4766 -21.5250 -12.4944 -0.2 0.1 -1.1 0.079
H 10.2273 -21.5316 -12.3084 -0.1 0.1 -0.1 0.082
H 9.2281 -22.8369 -11.7460 0.2 -0.7 -0.2 0.077
C 10.6288 -21.1248 -2.7749 -0.3 -0.4 0.3 -0.121
O 9.7589 -20.1337 -3.1812 -1.4 1.3 0.0 -0.188
C 10.0031 -19.5359 -4.4098 1.6 -0.3 -0.8 -0.258
C 9.3054 -18.2523 -4.6252 -1.0 0.9 0.1 -0.246
N 7.8956 -18.4771 -4.7438 -0.5 0.1 -1.1 -0.067
C 7.0788 -17.2555 -4.7502 -0.7 -2.3 1.6 -0.188
C 5.5535 -17.6528 -4.6809 2.1 2.0 -1.5 -0.253
O 5.1039 -18.4162 -3.6533 -1.9 -1.3 0.3 -0.178
C 5.2758 -17.9557 -2.3420 1.8 -0.6 0.1 -0.095
H 10.0361 -21.5410 -1.9602 1.0 -0.3 0.5 0.096
H 11.5956 -20.6790 -2.5411 0.2 -0.2 0.5 0.091
H 10.7934 -21.9290 -3.4920 -0.1 0.0 -0.4 0.087
H 9.7584 -20.2646 -5.1826 -0.1 0.1 -0.4 0.133
H 11.0508 -19.2581 -4.5245 0.6 -0.4 0.2 0.121
H 9.6898 -17.7302 -5.5015 0.1 -0.2 -0.3 0.126
H 9.4456 -17.5548 -3.7995 0.7 0.1 0.5 0.120
H 7.6975 -19.0910 -3.9666 -0.9 0.1 0.1 0.099
H 7.2320 -16.6185 -5.6213 0.2 -0.2 0.0 0.120
H 7.2973 -16.7230 -3.8245 0.1 0.8 0.0 0.099
H 5.3554 -18.1816 -5.6132 -0.4 0.1 0.1 0.126
H 5.1557 -16.6385 -4.6491 -1.0 0.1 -0.3 0.112
H 6.2864 -18.3436 -2.2150 0.5 0.8 1.4 0.084
H 4.6626 -18.4480 -1.5872 -0.4 -0.2 -0.6 0.088
H 5.2005 -16.8798 -2.1844 0.0 0.2 -0.3 0.093
C 8.6016 -12.4466 -12.0070 0.9 0.1 -1.3 -0.140
O 7.2450 -12.5675 -12.3484 -0.7 1.0 0.9 -0.189
C 6.4995 -11.4371 -11.8522 -0.4 -0.5 -1.7 -0.194
C 6.7131 -10.1539 -12.7376 -0.2 -0.7 3.6 -0.177
N 7.8448 -9.4213 -12.0892 0.3 0.3 -2.3 -0.071
C 8.4333 -8.4823 -13.0499 -0.2 1.1 0.0 -0.191
C 7.4233 -7.7592 -13.9752 -0.4 -0.3 0.5 -0.259
O 8.0687 -6.8477 -14.8082 0.3 0.2 0.3 -0.167
C 7.2210 -6.3541 -15.7942 1.1 0.0 -2.2 -0.139
H 8.8661 -12.3699 -10.9524 -0.5 -0.5 0.4 0.087
H 9.0593 -11.5483 -12.4215 -0.2 0.2 -0.2 0.065
H 9.0726 -13.2750 -12.5362 0.3 -0.2 0.6 0.089
H 6.7227 -11.3359 -10.7901 0.2 0.6 0.0 0.114
H 5.4433 -11.6956 -11.9279 0.0 -0.3 0.0 0.109
H 5.8417 -9.5189 -12.5777 -0.5 -0.2 -0.5 0.107
H 6.7717 -10.4230 -13.7922 0.6 0.1 0.2 0.125
H 7.4964 -8.8136 -11.3616 -0.5 -0.4 0.2 0.104
H 9.2248 -8.9175 -13.6599 -0.1 -0.3 0.0 0.117
H 8.8741 -7.7090 -12.4208 0.4 0.2 -0.3 0.117
H 6.6645 -7.2214 -13.4069 -0.1 0.2 0.7 0.123
H 6.8044 -8.4316 -14.5693 0.3 -0.5 -0.3 0.101
H 7.8521 -5.7897 -16.4806 0.1 1.0 0.5 0.087
H 6.3237 -5.7901 -15.5397 0.1 -0.1 0.6 0.094
H 7.0066 -7.1135 -16.5462 -0.9 -0.8 0.4 0.085
C 13.8903 -8.0015 0.4864 1.9 0.4 -0.1 -0.036
C 14.5131 -8.5926 -0.8212 -3.2 -1.2 -2.2 -0.429
C 13.3370 -8.6624 -1.8699 -0.2 -0.3 0.1 -0.195
O 12.3029 -9.6160 -1.5982 0.3 1.2 0.4 -0.179
C 12.7538 -10.8970 -1.2952 -1.1 -1.1 -0.5 -0.145
N 15.4852 -7.8185 -1.5150 1.6 2.1 0.5 0.009
H 13.1553 -7.1966 0.4794 -0.2 -0.1 -1.2 0.077
H 14.7805 -7.4807 0.8393 0.0 -0.1 1.2 0.065
H 13.4754 -8.7116 1.2017 0.6 -0.3 -0.2 0.074
H 14.9668 -9.5803 -0.7390 -0.6 -0.4 1.0 0.122
H 13.5929 -8.7666 -2.9243 1.0 -0.7 -0.1 0.112
H 12.9226 -7.6554 -1.9190 -0.5 -0.1 0.6 0.118
H 13.2746 -11.3806 -2.1216 1.0 0.4 0.0 0.090
H 11.8754 -11.5423 -1.3058 -0.4 0.2 0.5 0.085
H 13.2119 -11.0117 -0.3128 0.4 0.1 -0.1 0.085
H 16.3618 -7.8383 -1.0137 0.1 0.3 0.3 0.073
H 15.7650 -8.1442 -2.4292 -0.7 -0.4 -0.1 0.076
```
Forces are in eV/Å.